DFT (wB97M-V/def2-TZVPD) results for a structure of composition C22H31N2NaO3 at a distorted geometry.

Last column: Mulliken charge in e.
Atoms and positions in Å:
Na  1.75430  -2.52020  0.58001  0.98
C  5.84676  -2.65116  -1.82143  -1.66
C  4.70124  -3.18478  -0.99243  1.69
C  4.59755  -4.74331  -0.85625  -1.52
O  3.50957  -2.75042  -1.71534  -0.62
C  4.61540  -2.55935  0.42850  0.33
O  5.11042  -1.42594  0.56303  -0.74
O  3.82509  -3.13655  1.23231  -0.88
H  5.90986  -3.05338  -2.83793  0.40
H  6.80671  -3.01461  -1.34450  0.34
H  5.92006  -1.57344  -1.84270  0.37
H  4.49458  -5.26656  -1.80342  0.41
H  3.76271  -4.99229  -0.15470  0.26
H  5.54645  -5.04458  -0.40394  0.35
H  3.65605  -1.84347  -2.10718  0.33
C  -4.96118  0.65777  -0.60147  -1.42
C  -4.84123  -0.72097  -0.01673  1.92
C  -5.45034  -0.71068  1.40108  -1.55
C  -5.69327  -1.70064  -0.87661  -1.85
C  -3.36468  -1.18794  0.06594  0.33
C  -2.93540  -2.48056  -0.28296  -0.44
C  -1.59004  -2.81947  -0.26834  -0.73
N  -0.58799  -1.98521  0.09882  -0.36
C  -0.97956  -0.72697  0.38223  -0.58
C  -2.36431  -0.30570  0.46700  -0.41
C  0.08663  0.21836  0.56036  0.11
C  -0.25524  1.56111  0.76826  0.11
C  0.80411  2.42834  0.84063  0.41
C  2.11297  1.94393  0.95922  -1.10
C  2.31200  0.62785  0.77140  -0.36
N  1.34094  -0.22972  0.54916  -0.38
C  0.68114  3.96836  0.61275  1.98
C  -0.58571  4.24689  -0.28673  -1.91
C  0.52864  4.83990  1.87420  -1.55
C  1.88355  4.53260  -0.15782  -1.71
H  -6.01719  0.95724  -0.77106  0.42
H  -4.48477  0.83995  -1.59600  0.33
H  -4.42295  1.41741  0.12862  0.25
H  -6.50293  -0.39308  1.39312  0.40
H  -4.84140  -0.07805  2.05175  0.35
H  -5.48421  -1.70134  1.82128  0.40
H  -6.70222  -1.23043  -1.14512  0.35
H  -5.87098  -2.64977  -0.32670  0.35
H  -5.12062  -1.98155  -1.75230  0.49
H  -3.64101  -3.21719  -0.56647  0.49
H  -1.32210  -3.84358  -0.51163  0.38
H  -2.59672  0.59918  0.94533  0.68
H  -1.24406  1.98242  0.79049  0.16
H  3.05567  2.56832  1.16236  0.21
H  3.31712  0.29929  0.73227  0.58
H  -1.50209  3.96533  0.21611  0.42
H  -0.43979  3.67206  -1.26366  0.36
H  -0.59934  5.26662  -0.57295  0.54
H  -0.23677  4.41775  2.51681  0.37
H  0.25354  5.80941  1.52853  0.44
H  1.49358  4.84613  2.44515  0.36
H  2.22664  3.92121  -1.01631  0.39
H  2.76102  4.58986  0.57789  0.35
H  1.72378  5.54564  -0.57192  0.38

Results
E_LUMO ... -0.018 Ha
HOMO level ... -7.83 eV
Max |F| ... 0.06035 hartree/bohr
Kohn-Sham gap ... 7.3 eV
Energy above the lowest of the compared OMol25 structures with the same formula, charge and spin ... 1.298 eV